Record 1
Entry from the Open Molecules 2025 dataset: a structure of composition C23H21F6N2O7S4SbTa (the ωB97M-V functional and the def2-TZVPD basis).

HOMO energy: -16.694 eV
net charge: +3
molecular weight: 982.39 g mol⁻¹
largest force on an atom: 1.9 eV/A
multiplicity: 1
HOMO-LUMO gap: 0.222 Ha

```
65
Properties=species:S:1:pos:R:3:forces:R:3
Ta 0.5582 -1.0836 -0.9601 0.1014 1.7717 0.7818
F -2.9625 -3.6042 -0.0345 -0.0153 -0.0223 -0.0067
C -2.7251 -4.0228 -1.2563 0.0428 -0.0044 -0.0954
F -2.3825 -5.2762 -1.2932 -0.0207 0.0406 0.0239
F -3.6842 -3.7271 -2.0787 0.0440 -0.0014 0.0255
S -1.1921 -3.0207 -1.7927 -0.1484 -0.4799 -0.3868
O -1.4708 -1.5662 -1.8042 -0.3020 -0.0481 -0.0097
O -0.1168 -3.1205 -0.7368 0.1319 -0.3993 -0.0462
N -0.6997 -3.6069 -3.1300 -0.1944 0.0086 0.0937
S 0.7276 -3.0560 -3.5746 0.0538 0.0540 -0.2540
O 0.9278 -1.7116 -2.8404 0.3006 -0.4357 -0.0355
O 0.9421 -3.0137 -4.9575 -0.0786 0.0956 -0.0986
C 2.0349 -4.1729 -2.7554 -0.0663 -0.0492 -0.2263
F 1.4412 -5.2686 -2.3525 0.1276 0.0641 -0.0140
F 2.5342 -3.5010 -1.7212 0.1009 -0.0686 0.0665
F 2.9446 -4.3976 -3.6586 -0.0637 -0.0087 0.2230
S 2.4726 0.2271 -1.2305 -0.1646 -0.3302 0.1898
Sb 2.9518 1.4016 0.9117 0.6185 0.3483 -0.1930
C 3.8609 0.0984 2.2642 -0.1997 -0.1151 -0.0710
C 3.5263 0.0856 3.6149 -0.0170 0.0534 0.0155
C 4.2976 -0.6757 4.4810 0.0059 -0.0135 -0.0029
C 5.3638 -1.4216 3.9955 -0.0111 0.0081 -0.0035
C 5.6791 -1.4079 2.6416 0.0003 -0.0125 0.0003
C 4.9311 -0.6408 1.7637 0.0233 0.0237 -0.0330
C 1.3566 2.6662 1.3671 -0.0152 -0.0438 0.0642
C 0.7646 2.7175 2.6272 -0.0489 -0.0329 -0.0777
C -0.1370 3.7360 2.9053 -0.0108 -0.0125 -0.0126
C -0.4435 4.6808 1.9359 -0.0053 0.0017 -0.0013
C 0.1508 4.6226 0.6790 -0.0121 0.0041 -0.0049
C 1.0615 3.6194 0.3882 0.0465 -0.0312 0.0051
C 4.4390 2.6290 0.1113 -0.0627 -0.0136 -0.0393
C 5.3671 2.1357 -0.8019 -0.0136 -0.0776 -0.0433
C 6.4070 2.9522 -1.2152 0.0003 0.0238 0.0091
C 6.5162 4.2454 -0.7170 -0.0190 -0.0127 0.0075
C 5.5882 4.7297 0.1944 0.0234 0.0051 -0.0164
C 4.5402 3.9237 0.6149 -0.0575 0.0149 0.0776
H 2.6995 0.6624 4.0047 0.0084 -0.0043 -0.0022
H 4.0681 -0.6789 5.5379 -0.0036 -0.0013 0.0027
H 5.9601 -2.0118 4.6782 0.0038 0.0031 0.0023
H 6.5166 -1.9834 2.2714 0.0029 0.0025 0.0015
H 5.2003 -0.6139 0.7134 -0.0085 -0.0028 0.0211
H 0.9881 1.9838 3.3857 0.0210 -0.0263 0.0450
H -0.5903 3.7968 3.8854 -0.0015 -0.0055 0.0015
H -1.1363 5.4798 2.1652 0.0016 0.0019 0.0049
H -0.0683 5.3829 -0.0597 0.0095 0.0084 -0.0019
H 1.5670 3.6090 -0.5721 0.0074 0.0118 -0.0054
H 5.2900 1.1326 -1.2064 0.0010 0.0024 0.0125
H 7.1326 2.5803 -1.9256 -0.0016 0.0005 -0.0053
H 7.3297 4.8791 -1.0435 0.0024 0.0000 0.0033
H 5.6777 5.7357 0.5808 0.0012 0.0026 0.0021
H 3.8247 4.3125 1.3310 -0.0032 -0.0044 -0.0159
C -1.8217 2.8749 -2.0078 -0.0764 0.0841 -0.0268
C -1.0483 1.7131 -1.6588 0.1235 -0.1184 0.0414
N -0.4260 0.7884 -1.3881 -0.0737 -0.3169 0.0233
H -2.7009 2.5609 -2.5737 -0.0019 0.0151 0.0010
H -1.2116 3.5467 -2.6139 -0.0134 0.0023 0.0015
H -2.1337 3.3771 -1.0900 -0.0024 0.0024 -0.0147
C -0.2024 -2.9311 2.4423 -0.0359 0.0468 -0.0388
S 0.2998 -1.3947 1.7780 0.0993 0.1105 0.3613
O 0.5885 -0.4711 2.8071 0.0761 -0.0508 -0.0164
O 1.4623 -1.6479 0.8066 0.0128 -0.1823 -0.1634
O -0.6676 -0.8739 0.7284 -0.2176 0.1085 -0.1377
H 0.7074 -3.3802 2.8459 -0.0192 -0.0005 0.0342
H -0.6372 -3.5574 1.6696 0.0235 0.0070 -0.0210
H -0.9056 -2.7156 3.2464 -0.0298 -0.0008 -0.0213
```
Forces are in eV/Å.

Record 2
Entry from the Open Molecules 2025 dataset: a cluster of 2 separate species, CHN2O2P in total (the ωB97M-V functional and the def2-TZVPD basis).

HOMO energy (alpha / beta): -11.109 / -10.020 eV
molecular weight: 104.00 g mol⁻¹
largest force on an atom: 2.5 eV/A
multiplicity: 1
HOMO-LUMO gap (alpha / beta): 0.313 / 0.314 Ha
relative energy (zero: lowest compared OMol25 entry of this formula, charge and spin): 334.2 kJ/mol

```
7
Properties=species:S:1:pos:R:3:forces:R:3
C 0.0170 -1.4921 -0.2892 0.2913 -0.1286 0.7512
N 0.0406 -2.4122 -0.9768 0.0835 -0.3127 -0.3775
N -0.4833 0.9232 -0.3522 -0.2650 -0.2291 1.2422
O -1.6252 0.7196 -0.6508 -2.0370 -0.1263 -0.9980
O 0.2098 1.7921 -0.7257 1.6301 1.6572 -0.8958
P -0.1364 -0.2479 0.9573 0.9153 -0.4527 0.8014
H 1.9775 0.7173 2.0373 -0.6183 -0.4077 -0.5235
```
Forces are in eV/Å.

Record 3
Entry from the Open Molecules 2025 dataset: an isolated molecule of C5H7NO3 (the ωB97M-V functional and the def2-TZVPD basis).

HOMO energy: -9.839 eV
molecular weight: 129.12 g mol⁻¹
largest force on an atom: 0.7 eV/A
SMILES: CC(=O)CC(=O)C(N)=O
multiplicity: 1
HOMO-LUMO gap: 0.355 Ha
relative energy (zero: lowest compared OMol25 entry of this formula, charge and spin): 80.4 kJ/mol

```
16
Properties=species:S:1:pos:R:3:forces:R:3
C -0.7947 -0.1814 -0.8161 -0.4063 0.1550 -0.1145
C 0.1701 2.1635 -0.8529 -0.1085 0.3337 -0.0598
C 0.7930 -1.6096 0.5769 0.1148 -0.3303 0.5731
C -0.3635 -0.5880 0.5631 0.0816 -0.0367 -0.1859
C -1.0702 1.3146 -0.9057 0.3191 -0.1910 0.0231
N 1.0146 -2.0951 1.8119 -0.0338 0.0083 0.1307
O 1.3985 -1.9205 -0.4250 0.0044 0.0694 -0.1595
O -0.8460 -0.1977 1.5959 0.0387 0.0137 -0.1428
O -2.1798 1.7589 -1.0163 -0.1431 0.0313 -0.0328
H 1.7310 -2.7799 1.9781 0.0185 0.0285 -0.0993
H 0.4555 -1.7522 2.5763 0.0347 0.0034 -0.0409
H -0.0235 -0.4929 -1.5231 -0.0927 0.0442 0.0269
H -1.7266 -0.7096 -1.0342 0.0462 -0.0351 -0.0142
H 0.7383 1.9257 0.0470 0.0801 0.0126 0.0076
H 0.7993 1.9445 -1.7185 0.0176 -0.0385 0.0549
H -0.0961 3.2196 -0.8574 0.0288 -0.0685 0.0334
```
Forces are in eV/Å.

Record 4
Entry from the Open Molecules 2025 dataset: a structure of composition C38H45BrN7O2P2Ti (the ωB97M-V functional and the def2-TZVPD basis).

HOMO energy: -16.042 eV
net charge: +3
molecular weight: 821.54 g mol⁻¹
largest force on an atom: 2.0 eV/A
multiplicity: 1
HOMO-LUMO gap: 0.257 Ha

```
96
Properties=species:S:1:pos:R:3:forces:R:3
Ti -0.0140 0.1472 -0.4109 0.4485 0.7577 1.0509
N 1.2920 -0.0427 1.2839 0.5239 -0.3677 0.6535
C 1.4873 -1.3088 1.9950 -0.0059 -0.3015 0.0868
C 2.4397 -1.3912 3.0001 0.0096 0.1137 0.0144
C 2.6536 -2.5967 3.6503 -0.0095 0.0376 -0.0296
C 1.9141 -3.7170 3.2951 -0.0129 -0.0771 0.0168
C 0.9655 -3.6347 2.2899 -0.0605 0.0273 0.0095
C 0.7332 -2.4255 1.6344 -0.0007 0.3118 -0.2105
P -0.4118 -2.2562 0.2238 -0.3329 -1.2019 0.9388
C -0.1909 -3.7785 -0.7374 0.1385 0.4141 -0.3821
C 0.6764 -3.7928 -1.8295 0.0101 -0.0006 0.0764
C 0.8573 -4.9619 -2.5511 0.0557 0.0041 -0.0371
C 0.1752 -6.1135 -2.1860 -0.0088 -0.0156 0.0040
C -0.6879 -6.1007 -1.0980 0.0179 -0.0364 -0.0018
C -0.8827 -4.9350 -0.3760 -0.0087 0.0448 -0.0145
C -2.1210 -2.4615 0.8202 0.0709 0.0999 -0.1405
C -2.4648 -2.8707 2.1031 0.1570 0.0716 0.0113
C -3.7979 -3.1053 2.4155 -0.0016 -0.0339 0.0603
C -4.7802 -2.9392 1.4510 -0.0597 -0.0185 0.0170
C -4.4391 -2.5371 0.1648 0.0177 0.0041 -0.0565
C -3.1127 -2.2963 -0.1513 0.0614 0.0019 0.1036
H 2.2053 0.3394 1.0370 0.0355 0.1686 -0.0288
H 0.9383 0.6583 1.9402 -0.0304 0.0543 -0.0101
H 3.0190 -0.5158 3.2746 0.0089 -0.0169 -0.0143
H 3.4060 -2.6629 4.4243 -0.0150 -0.0031 0.0123
H 2.0888 -4.6597 3.7956 -0.0094 0.0014 -0.0073
H 0.4088 -4.5154 1.9984 0.0166 -0.0389 0.0021
H 1.2119 -2.8912 -2.1043 -0.0175 -0.1157 -0.0336
H 1.5281 -4.9805 -3.3996 -0.0017 0.0115 0.0000
H 0.3115 -7.0230 -2.7555 0.0048 -0.0052 0.0148
H -1.2186 -6.9999 -0.8152 -0.0024 0.0040 -0.0098
H -1.5767 -4.9278 0.4545 -0.0181 -0.0188 -0.0265
H -1.6952 -3.0252 2.8514 -0.0479 0.0098 0.0172
H -4.0667 -3.4421 3.4084 0.0100 0.0152 -0.0062
H -5.8144 -3.1437 1.6956 0.0124 0.0106 -0.0029
H -5.2043 -2.4368 -0.5942 0.0036 0.0177 0.0205
H -2.8333 -2.0112 -1.1607 -0.0652 -0.0063 -0.0373
O -1.0205 0.1048 -1.7726 -1.0421 0.0409 -1.6990
C -1.0500 0.0738 -3.1230 0.0168 -0.1615 -1.2152
C -2.2388 0.2282 -3.8225 -0.0121 0.0232 0.4611
C -2.2316 0.1987 -5.2048 0.0572 -0.0121 -0.0545
C -1.0390 0.0166 -5.8954 -0.0489 -0.0048 -0.0539
C 0.1445 -0.1450 -5.2025 0.0309 0.0017 0.0635
C 0.1617 -0.1238 -3.8057 -0.2239 0.0715 0.2793
C 1.3737 -0.3668 -3.0364 0.2024 -0.1575 0.0080
N 1.4897 -0.4404 -1.6949 0.2583 -0.1315 -0.3408
C 2.7974 -0.8158 -1.4242 0.1455 -0.0564 -0.0505
C 3.4711 -0.9488 -2.5898 0.0712 0.0198 0.1988
N 2.5686 -0.6570 -3.5809 -0.1871 0.0527 0.0168
H -3.1593 0.3728 -3.2704 -0.0045 -0.0236 -0.0364
H -3.1601 0.3115 -5.7477 0.0046 0.0211 0.0054
H -1.0407 -0.0076 -6.9762 0.0281 0.0030 0.0077
H 1.0562 -0.2946 -5.7666 0.0034 -0.0004 0.0007
H 3.1550 -1.0168 -0.4285 -0.0188 0.0344 0.0026
H 4.4932 -1.2190 -2.7927 -0.0270 -0.0173 -0.0266
H 2.7681 -0.6700 -4.5690 0.0046 -0.0300 -0.0244
C 3.4960 2.5537 -0.4085 0.0969 -0.0209 -0.0431
N 2.6836 2.5807 0.8291 -0.4883 0.2925 -0.2344
C 3.4898 3.0544 1.9655 0.0659 -0.0827 0.1537
P 1.1265 3.1047 0.4673 0.4453 0.3802 0.8359
O 0.5131 1.9950 -0.4021 0.0225 0.1561 -0.1693
N 0.2308 3.2061 1.8676 0.3890 0.3359 -0.4597
C 0.7197 3.6246 3.1994 0.0184 -0.0816 0.1425
C -1.1098 3.7598 1.5734 -0.1168 -0.0294 0.0551
N 1.0550 4.4843 -0.3936 -0.0235 -0.5059 -0.0704
C 1.4379 5.7508 0.2356 -0.0403 0.0016 0.0594
C 0.7636 4.5545 -1.8264 -0.0717 0.0985 -0.0662
H 4.2454 1.7652 -0.3298 -0.0286 -0.0018 0.0269
H 4.0198 3.4992 -0.5703 -0.0731 0.0367 0.0253
H 2.8691 2.3504 -1.2765 0.0369 -0.0424 -0.0202
H 3.7598 4.1107 1.8884 -0.0283 0.0054 -0.0291
H 4.4156 2.4788 1.9783 -0.0108 0.0076 -0.0474
H 2.9812 2.8753 2.9062 0.1270 -0.0188 -0.0523
H 1.5316 4.3479 3.1622 -0.0668 0.0137 -0.0087
H 1.0328 2.7614 3.7885 0.0276 0.0506 -0.0056
H -0.1002 4.1005 3.7326 -0.0627 -0.0495 -0.0486
H -1.4250 3.4842 0.5689 -0.0196 0.0229 0.0129
H -1.1270 4.8490 1.6537 0.0712 -0.0121 -0.0132
H -1.8237 3.3516 2.2889 0.0163 -0.0365 -0.0176
H 1.6538 5.5993 1.2942 0.0025 0.0617 -0.0208
H 0.6258 6.4743 0.1502 -0.0016 -0.0158 0.0148
H 2.3240 6.1676 -0.2451 0.0193 -0.0315 0.0180
H 0.6441 3.5575 -2.2423 0.0011 0.0052 0.0089
H 1.5749 5.0641 -2.3486 0.0274 -0.0347 0.0176
H -0.1573 5.1162 -1.9963 0.0177 0.0039 0.0160
Br -5.4917 1.4346 3.3777 0.2323 -0.0356 -0.1334
C -3.9231 1.1314 2.4096 -0.0892 -0.0233 0.0501
C -3.8696 1.3811 1.0417 -0.0750 0.0436 0.1677
C -2.6988 1.1207 0.3690 -0.1763 -0.0238 -0.0068
N -1.6012 0.5997 0.9539 -0.3832 0.0076 0.2118
C -1.6685 0.3727 2.2767 0.0479 -0.0570 0.1274
C -2.7820 0.6392 3.0380 -0.1285 0.0165 0.0532
H -4.7328 1.7686 0.5190 0.0473 0.0188 -0.0512
H -2.6345 1.3253 -0.6882 -0.0206 -0.0158 -0.0402
H -0.8089 -0.0774 2.7587 0.0150 -0.0093 -0.0495
H -2.7785 0.4367 4.1000 0.0248 -0.0278 -0.0126
```
Forces are in eV/Å.

Record 5
Entry from the Open Molecules 2025 dataset: an isolated molecule of C28H32N4O4 (the ωB97M-V functional and the def2-TZVPD basis).

HOMO energy: -8.847 eV
molecular weight: 488.59 g mol⁻¹
largest force on an atom: 1.3 eV/A
SMILES: O=C(NCC(=O)N(CCc1ccccc1)[C@H](C(=O)NC1CCCCC1)c1ccncc1)c1ccco1
multiplicity: 1
HOMO-LUMO gap: 0.342 Ha
relative energy (zero: lowest compared OMol25 entry of this formula, charge and spin): 99.7 kJ/mol

```
68
Properties=species:S:1:pos:R:3:forces:R:3
O -0.2962 -3.1601 -0.1801 -0.0016 -0.2178 -0.1580
C -1.3457 -3.0958 0.4390 -0.1021 0.1823 0.3589
N -1.5014 -2.3439 1.5524 -0.1816 0.0471 0.2287
H -2.4144 -2.2766 1.9755 0.0232 -0.0665 -0.0569
C -0.4785 -1.4474 2.0377 0.1095 0.1346 0.0092
C -0.8365 -0.0144 1.6176 0.1512 -0.4703 0.1881
O -1.5276 0.6579 2.3662 -0.1217 0.0424 0.2410
N -0.4411 0.4513 0.4098 -0.0353 0.1763 -0.1820
C -0.8970 1.7984 0.0833 -0.3189 0.3145 0.1961
H -0.7037 2.4546 0.9398 0.0650 -0.0366 -0.1429
H -0.3371 2.1551 -0.7770 -0.0110 -0.0008 0.1099
C -2.4025 1.8462 -0.2196 0.1966 -0.0652 0.0154
C -2.7865 0.9600 -1.3688 -0.1036 0.1135 0.0614
C -2.7120 1.4242 -2.6759 -0.0456 -0.0331 0.0022
C -3.0797 0.6142 -3.7344 -0.0684 0.0697 -0.0579
C -3.5247 -0.6754 -3.4980 -0.1102 -0.0542 -0.0226
C -3.5931 -1.1518 -2.2007 -0.0859 -0.1072 -0.0537
C -3.2258 -0.3380 -1.1441 0.0024 0.0479 0.0233
H -3.2969 -0.7048 -0.1296 -0.0263 -0.0302 0.1344
H -3.9415 -2.1574 -2.0134 -0.0322 -0.1086 0.0346
H -3.8195 -1.3064 -4.3230 -0.0224 -0.0655 -0.0910
H -3.0183 0.9888 -4.7449 0.0333 0.0249 -0.0979
H -2.3709 2.4325 -2.8646 0.0392 0.1216 -0.0169
H -2.6574 2.8829 -0.4478 -0.0328 0.0158 0.0380
H -2.9426 1.5494 0.6798 0.0083 0.1017 -0.0527
C 0.6070 -0.1494 -0.4044 0.4108 -0.2767 -0.1459
C 0.3919 0.0162 -1.8944 0.0145 -0.1211 -0.2295
C -0.2078 -1.0070 -2.6176 0.1339 0.1772 0.0538
C -0.3601 -0.8561 -3.9864 0.0322 -0.1713 0.1455
N 0.0341 0.2153 -4.6515 -0.0546 -0.0705 -0.5583
C 0.6198 1.1806 -3.9669 0.1580 0.3057 0.2907
C 0.8314 1.1325 -2.5978 -0.0669 -0.1685 -0.1441
H 1.3644 1.9344 -2.1090 0.0519 0.0657 0.0307
H 0.9461 2.0340 -4.5472 0.0703 0.1183 0.0317
H -0.8110 -1.6372 -4.5837 -0.0791 -0.1212 0.0350
H -0.5249 -1.9126 -2.1262 -0.0433 -0.0917 0.0560
C 2.0201 0.3470 -0.0204 -0.4091 -0.0520 0.0473
O 2.9702 0.1620 -0.7489 0.2543 -0.1402 -0.2531
N 2.1102 0.9536 1.1783 -0.0614 0.1553 0.4294
H 1.2898 1.0777 1.7502 -0.0194 0.0212 -0.1707
C 3.3599 1.4322 1.7357 -0.0411 0.0481 0.1138
C 3.3093 2.9473 1.9387 0.3170 -0.1102 -0.2185
C 4.6265 3.4464 2.5251 -0.2352 0.0819 0.2388
C 4.9236 2.7445 3.8466 0.2615 -0.0574 -0.1925
C 4.9700 1.2327 3.6471 -0.2406 0.0849 0.2406
C 3.6542 0.7292 3.0613 0.3142 -0.0362 -0.2554
H 3.7023 -0.3494 2.8992 -0.0864 -0.0256 -0.0039
H 2.8397 0.9318 3.7625 -0.0898 -0.0163 0.0502
H 5.1627 0.7356 4.5996 0.0793 -0.0484 -0.0322
H 5.7856 0.9816 2.9661 0.0853 -0.0528 -0.0063
H 5.8765 3.0951 4.2466 -0.0221 0.0376 0.0831
H 4.1451 2.9916 4.5722 -0.0215 0.0374 0.0803
H 4.5755 4.5260 2.6782 0.0678 0.0192 -0.0674
H 5.4337 3.2449 1.8180 0.0718 0.0461 -0.0556
H 3.1131 3.4374 0.9830 -0.0954 -0.0146 -0.0096
H 2.4893 3.1905 2.6201 -0.0980 0.0257 0.0191
H 4.1325 1.1815 1.0017 -0.0634 0.0406 0.1052
H 0.6070 -1.2333 -0.2388 0.0298 0.2520 0.0670
H -0.4813 -1.4679 3.1313 0.0545 0.0929 -0.2046
H 0.4866 -1.7934 1.6692 -0.0768 0.0172 0.0673
C -2.5445 -3.8381 0.0366 0.1665 -0.7335 -1.0812
C -2.7304 -4.6924 -1.0202 0.3244 0.5812 0.6702
C -4.0793 -5.1022 -0.9609 -0.3278 0.2071 0.4053
C -4.6158 -4.4698 0.1207 -0.2579 -0.5160 -0.6095
O -3.7019 -3.7047 0.7310 0.1999 0.3497 0.3467
H -5.6024 -4.4834 0.5410 -0.0869 0.0671 0.1319
H -4.5808 -5.7711 -1.6292 -0.1696 -0.1319 -0.0928
H -1.9874 -4.9773 -1.7357 0.2193 -0.0129 -0.1174
```
Forces are in eV/Å.